Below is a structure of composition C30H44BrN3P2Sr at a distorted geometry, with properties calculated with ωB97M-V/def2-TZVPD.

Structure (XYZ):
```
81
Properties=species:S:1:pos:R:3:lowdin_charge:R:1
C -1.8383 5.7504 -1.9472 0.00
C -1.8798 4.4357 -2.4480 -0.24
C -2.4706 4.2384 -3.7087 -0.01
C -2.9785 5.3434 -4.4116 -0.10
N -2.9132 6.5800 -3.9151 0.08
C -2.3711 6.7940 -2.7114 -0.10
C -1.3014 3.3533 -1.7095 -0.12
C -0.5200 2.5983 -1.0987 -0.15
C 0.3688 1.6256 -0.5812 -0.27
C 1.1513 1.7550 0.5931 -0.02
C 1.8904 0.7027 1.0744 -0.12
C 1.7686 -0.6053 0.5002 -0.49
C 1.2646 -0.6127 -0.8358 -0.15
C 0.5499 0.4426 -1.3306 -0.04
Sr -2.6493 1.7994 -0.3872 1.57
P 3.2752 -1.7078 0.8303 1.06
H -2.5457 3.2465 -4.1451 0.11
H -1.4169 5.9725 -0.9751 0.11
H -3.4236 5.1937 -5.4045 0.13
H -2.3338 7.8230 -2.3334 0.13
H 0.1180 0.4026 -2.3347 0.13
H 1.1118 2.7125 1.1121 0.12
H 1.3940 -1.4861 -1.4739 0.10
H 2.5539 0.8332 1.9377 0.12
C 2.9510 -2.8664 2.1998 -0.39
C 3.2747 -4.3436 2.0423 -0.12
H 1.8492 -2.7851 2.3774 -0.09
H 3.4289 -2.4532 3.1027 0.11
H 2.7414 -4.9058 2.8223 0.09
H 2.9407 -4.7418 1.0765 0.08
H 4.3473 -4.5405 2.1535 0.07
C 3.6872 -2.4700 -0.7635 -0.31
C 4.5212 -1.5791 -1.6922 -0.11
H 2.7480 -2.7545 -1.2573 0.08
H 4.2053 -3.4132 -0.5214 0.10
H 4.8220 -2.1737 -2.5618 0.09
H 3.9589 -0.7132 -2.0688 0.08
H 5.4328 -1.2123 -1.2075 0.06
C 4.8081 -0.8450 1.3028 -0.33
C 6.0014 -1.7875 1.5521 -0.10
H 4.6107 -0.2368 2.1986 0.10
H 5.0642 -0.1288 0.5105 0.09
H 6.8095 -1.2353 2.0542 0.10
H 5.7209 -2.6337 2.1946 0.07
H 6.4048 -2.1956 0.6138 0.08
Br 0.0520 -1.7723 1.8367 0.47
P -2.9890 -2.4006 -1.3766 0.99
C -1.1968 -2.8588 -1.4598 -0.46
C -0.9891 -4.3658 -1.3962 -0.15
H -0.6870 -2.3642 -0.6155 -0.02
H -0.7933 -2.4504 -2.3978 0.08
H 0.0772 -4.6010 -1.4821 0.07
H -1.3414 -4.7826 -0.4470 0.07
H -1.5073 -4.8753 -2.2155 0.08
C -3.2641 -2.4786 0.4495 -0.44
C -4.5339 -3.2427 0.8201 -0.16
H -3.3173 -1.4559 0.8479 0.04
H -2.3721 -2.9445 0.8911 0.02
H -4.6109 -3.3073 1.9101 0.08
H -5.4362 -2.7394 0.4576 0.07
H -4.5295 -4.2607 0.4177 0.07
C -2.7894 -0.6143 -1.7135 -0.58
C -2.6980 -0.2493 -3.1933 -0.14
H -1.8421 -0.3538 -1.1820 0.02
H -3.7185 -0.1883 -1.2698 0.04
H -2.7323 0.8433 -3.3384 0.05
H -1.7643 -0.6096 -3.6456 0.08
H -3.5343 -0.6807 -3.7608 0.09
N -2.4399 0.5942 2.6816 0.09
C -1.9593 1.9001 2.9285 -0.37
C -1.6887 2.3870 4.2144 0.02
C -1.2615 3.7025 4.3292 -0.02
C -1.0610 4.4737 3.1766 -0.04
C -1.3342 3.9184 1.9327 -0.13
N -1.8202 2.6545 1.8174 -0.07
H -1.7166 0.0132 2.2209 -0.03
H -2.6226 0.1231 3.5660 0.10
H -1.8019 1.7202 5.0682 0.13
H -1.0390 4.1331 5.3010 0.13
H -0.6859 5.4999 3.2125 0.12
H -1.1835 4.4566 0.9896 0.10
```

Results
Gap between HOMO and LUMO ... 6.3 eV
ΔE to the lowest compared entry with this formula, charge and spin ... 113.7 kJ/mol
HOMO level ... -12.842 eV
Total charge ... +2
LUMO energy ... -0.2422 Eh

=====

Below is a structure of composition C25H21F6N4O8S2Ta, with properties calculated with ωB97M-V/def2-TZVPD.

Structure (XYZ):
```
67
Properties=species:S:1:pos:R:3:lowdin_charge:R:1
Ta -0.1928 -0.4131 1.0925 1.92
O -2.8713 4.4251 0.5815 0.11
C -3.8116 3.4900 0.7608 -0.24
C -5.1391 3.9174 0.7719 0.02
C -6.1566 3.0089 0.9526 -0.03
C -5.8906 1.6445 1.1263 -0.06
C -4.5925 1.2078 1.1124 -0.02
C -3.5311 2.1175 0.9295 -0.09
C -2.1790 1.6408 0.9124 -0.31
O -1.9552 0.2945 1.0279 -0.19
N -1.1089 2.3600 0.7974 0.11
N -0.0057 1.5192 0.7544 -0.16
C 1.1997 2.1015 1.2283 -0.19
C 2.3289 1.2088 0.7983 -0.18
C 3.6335 1.6057 0.6416 0.05
C 4.5651 0.6540 0.2349 0.02
C 4.1543 -0.6499 0.0088 0.01
C 2.8260 -0.9792 0.1989 -0.05
N 1.9313 -0.0601 0.5872 -0.02
H -1.9842 4.0312 0.5747 0.08
H -5.3380 4.9711 0.6349 0.13
H -7.1807 3.3577 0.9593 0.12
H -6.7015 0.9448 1.2681 0.11
H -4.3700 0.1575 1.2428 0.11
H 1.3168 3.1404 0.9308 0.18
H 3.9154 2.6347 0.8175 0.14
H 5.5999 0.9338 0.0893 0.14
H 4.8490 -1.4106 -0.3167 0.13
H 2.4631 -1.9845 0.0342 0.12
F -3.4362 -3.2600 -1.4309 0.22
C -2.6380 -2.2382 -1.6052 -0.69
F -2.3111 -2.0854 -2.8663 0.21
F -3.1639 -1.1336 -1.1160 0.18
S -1.0426 -2.5994 -0.7004 0.72
O -0.2431 -1.3284 -0.8247 -0.39
O -0.4490 -3.7732 -1.2179 -0.18
N -1.4871 -2.5977 0.8416 -0.33
S -0.5150 -3.2318 1.9712 0.71
O 0.6591 -2.2989 1.9202 -0.40
O -1.2102 -3.3416 3.1956 -0.19
C 0.1909 -4.9263 1.5187 -0.68
F 0.5607 -5.4508 2.6623 0.21
F 1.2280 -4.7662 0.7251 0.18
F -0.7538 -5.6312 0.9494 0.21
C 0.2259 2.2130 9.0961 -0.01
C 0.3543 1.9718 7.6278 -0.20
C 1.1078 2.8232 6.8241 0.02
C 1.2532 2.6270 5.4672 -0.14
C 2.1092 3.6239 4.7333 -0.02
C 0.6111 1.4889 4.8750 -0.03
C -0.1549 0.5921 5.6936 -0.14
C -0.8872 -0.6241 5.1948 -0.02
C -0.2644 0.8703 7.0371 0.02
C 0.6961 1.2564 3.4772 -0.28
O 1.1858 2.1949 2.7041 0.08
O 0.3182 0.1367 2.9346 -0.13
H 0.4866 3.2349 9.3614 0.09
H 0.8998 1.5423 9.6353 0.11
H -0.7852 1.9996 9.4411 0.10
H 1.5975 3.6738 7.2804 0.13
H 2.5864 4.2840 5.4527 0.09
H 1.5194 4.2380 4.0531 0.10
H 2.8919 3.1382 4.1511 0.09
H -1.6042 -0.3769 4.4097 0.09
H -1.4431 -1.0707 6.0152 0.10
H -0.2046 -1.3776 4.8053 0.08
H -0.8567 0.2109 7.6588 0.13
```

Results
Gap between HOMO and LUMO ... 5.7 eV
ΔE to the lowest compared entry with this formula, charge and spin ... 129.3 kJ/mol
HOMO level ... -13.301 eV
Total charge ... +2
LUMO energy ... -0.2793 Eh

=====

Below is a structure of composition C40H74Br32FNO2S at a distorted geometry, with properties calculated with ωB97M-V/def2-TZVPD.

Structure (XYZ):
```
151
Properties=species:S:1:pos:R:3:lowdin_charge:R:1
C -0.8002 -3.3422 2.3945 -0.12
C 0.3086 -2.1747 2.2654 -0.18
C 0.6659 -1.4580 0.9472 -0.09
C 1.7512 -0.3230 1.0146 -0.43
C 2.4641 0.1123 2.3207 -0.26
C 2.0804 -0.6464 3.6201 -0.18
C 2.7278 -0.2871 5.0567 -0.25
N 2.0313 0.8374 5.7615 -0.20
S 0.3939 0.4700 6.1741 0.70
O -0.5353 0.5929 4.9917 -0.28
O 0.1829 -0.9677 6.7329 -0.72
F -0.1862 1.6436 7.2926 -0.27
C 1.0311 -1.7784 3.5956 -0.04
H -1.2389 -3.6340 1.3800 0.07
H -1.6621 -2.8656 2.9952 0.03
H -0.3634 -4.2090 2.9857 0.03
H 0.1767 -1.7419 -0.0374 0.07
H 2.0274 0.2354 0.0549 -0.01
H 3.2199 0.9601 2.3305 0.08
H 2.8243 -1.2466 5.6847 -0.02
H 3.7870 0.1060 4.8060 0.14
H 2.5691 1.2071 6.5548 0.08
H 0.7879 -2.3210 4.5858 0.01
Br 3.6162 -3.4586 5.4228 0.74
C 4.2188 -4.0996 7.1623 -0.66
C 5.5363 -3.4756 7.5499 -0.70
Br 7.0186 -4.2926 6.5828 0.60
H 4.2563 -5.1872 7.1051 0.05
H 3.4337 -3.8038 7.8608 0.06
H 5.7517 -3.6568 8.6043 0.06
H 5.5808 -2.4044 7.3537 0.05
Br 0.4025 -1.1000 11.5519 0.59
C 1.9872 -0.2282 10.8213 -0.69
C 1.6376 0.6386 9.6357 -0.58
Br 1.3172 -0.4536 8.0215 1.06
H 2.7032 -1.0163 10.5846 0.05
H 2.3795 0.3772 11.6401 0.05
H 2.4762 1.2940 9.3800 0.06
H 0.7446 1.2439 9.7900 0.05
Br -1.6826 1.4043 -2.3535 0.60
C -1.0162 2.9964 -1.4430 -0.68
C 0.3560 2.7618 -0.8632 -0.65
Br 0.2677 1.7044 0.7746 0.88
H -1.7593 3.2718 -0.6953 0.05
H -0.9806 3.7676 -2.2147 0.06
H 0.8139 3.7056 -0.5641 -0.01
H 1.0269 2.2377 -1.5451 0.06
Br -3.1677 -3.4238 -6.4227 0.59
C -2.4818 -1.8549 -5.4892 -0.74
C -1.1091 -2.1166 -4.9217 -0.68
Br -1.2061 -3.2074 -3.3094 0.59
H -3.2194 -1.5867 -4.7337 0.03
H -2.4433 -1.0707 -6.2457 0.01
H -0.6385 -1.1838 -4.6054 0.05
H -0.4472 -2.6347 -5.6164 0.02
Br -2.0094 5.6118 6.8265 0.62
C -1.7651 4.2703 8.2199 -0.68
C -1.5649 4.9134 9.5695 -0.77
Br 0.2401 5.6289 9.7481 0.61
H -0.9299 3.6411 7.9129 0.02
H -2.6829 3.6794 8.2086 0.06
H -1.6566 4.1735 10.3649 0.01
H -2.2528 5.7341 9.7628 -0.01
Br -6.1799 4.9984 8.7856 0.61
C -5.9384 3.6584 10.1800 -0.69
C -5.7405 4.3019 11.5297 -0.67
Br -3.9368 5.0184 11.7121 0.71
H -5.1023 3.0294 9.8752 0.05
H -6.8556 3.0673 10.1675 0.06
H -5.8338 3.5613 12.3257 0.06
H -6.4299 5.1236 11.7223 0.05
Br 1.4128 -4.5183 -0.7122 0.63
C 2.8272 -4.1789 -2.0091 -0.74
C 3.6317 -2.9578 -1.6383 -0.67
Br 2.6635 -1.3192 -2.0696 0.68
H 2.3480 -4.1002 -2.9894 -0.13
H 3.4525 -5.0733 -1.9846 0.06
H 4.5486 -2.9068 -2.2292 0.06
H 3.8844 -2.9122 -0.5804 -0.02
Br 4.5238 -1.0707 1.1030 0.87
C 5.9467 -0.7474 -0.1938 -0.65
C 6.7294 0.4886 0.1685 -0.67
Br 5.7386 2.1053 -0.2829 0.66
H 5.4771 -0.6929 -1.1765 0.02
H 6.5849 -1.6327 -0.1505 0.06
H 7.6515 0.5471 -0.4122 0.06
H 6.9700 0.5502 1.2296 0.05
Br 3.3884 4.9397 -0.4158 0.63
C 4.7982 5.3211 -1.7075 -0.70
C 5.5663 6.5623 -1.3283 -0.69
Br 4.5561 8.1760 -1.7480 0.60
H 4.3235 5.3888 -2.6861 0.06
H 5.4486 4.4456 -1.6843 -0.02
H 6.4828 6.6409 -1.9153 0.06
H 5.8143 6.6092 -0.2681 0.05
Br 3.1568 6.2192 3.8821 0.60
C 1.6748 6.4394 5.1289 -0.70
C 2.1690 6.7508 6.5191 -0.69
Br 2.8541 5.1518 7.3998 0.55
H 1.0786 5.5287 5.0773 0.04
H 1.0922 7.2727 4.7328 0.06
H 1.3467 7.0927 7.1508 0.03
H 2.9683 7.4913 6.5387 0.05
Br -3.8594 -3.5708 4.6996 0.64
C -3.1925 -4.1704 6.4293 -0.68
C -1.8625 -3.5371 6.7594 -0.66
Br -0.4059 -4.3720 5.7651 0.70
H -3.1552 -5.2590 6.3949 0.05
H -3.9531 -3.8597 7.1476 0.06
H -1.6139 -3.6966 7.8100 0.06
H -1.8245 -2.4699 6.5398 0.04
Br -6.4923 1.1337 -8.7440 0.64
C -6.2602 -0.1922 -7.3340 -0.68
C -6.0397 0.4655 -5.9947 -0.67
Br -4.2226 1.1539 -5.8352 0.65
H -5.4378 -0.8395 -7.6384 0.04
H -7.1873 -0.7678 -7.3309 0.06
H -6.1385 -0.2633 -5.1884 0.06
H -6.7135 1.3012 -5.8069 0.05
Br 2.3939 -4.6785 -5.0902 0.73
C 2.0922 -6.5109 -5.6829 -0.64
C 0.6468 -6.9067 -5.5149 -0.68
Br 0.2340 -7.2930 -3.6498 0.61
H 2.7817 -7.1438 -5.1247 0.06
H 2.3727 -6.5182 -6.7377 0.05
H 0.4381 -7.8343 -6.0504 0.06
H -0.0526 -6.1376 -5.8432 0.05
Br 2.8643 -0.5493 -10.0778 0.60
C 3.4175 -1.9751 -8.8697 -0.70
C 2.7590 -3.2837 -9.2290 -0.69
Br 0.8998 -3.3239 -8.6451 0.59
H 3.1897 -1.6412 -7.8577 0.05
H 4.4999 -2.0446 -8.9899 0.06
H 3.2390 -4.1116 -8.7041 0.05
H 2.7605 -3.4886 -10.2993 0.05
Br -5.9397 -1.4733 -14.2852 0.64
C -7.4213 -1.2113 -13.0459 -0.68
C -6.9248 -0.8847 -11.6597 -0.73
Br -6.2665 -2.4786 -10.7502 0.60
H -8.0318 -2.1131 -13.0850 0.05
H -7.9897 -0.3749 -13.4568 0.05
H -7.7413 -0.5193 -11.0356 0.03
H -6.1143 -0.1567 -11.6514 0.04
Br -4.3366 3.8367 -17.2648 0.60
C -4.5032 2.1111 -16.3735 -0.70
C -5.8107 1.4417 -16.7150 -0.71
Br -7.2936 2.2439 -15.7364 0.59
H -4.3763 2.2906 -15.3062 0.05
H -3.6625 1.5201 -16.7406 0.06
H -5.7993 0.3962 -16.4044 -0.02
H -6.0614 1.4985 -17.7741 0.05
```

Results
Gap between HOMO and LUMO ... 6.7 eV
HOMO level ... -7.169 eV
LUMO energy ... -0.0162 Eh

=====

Below is a structure of composition C27H50P2Ti at a distorted geometry, with properties calculated with ωB97M-V/def2-TZVPD.

Structure (XYZ):
```
80
Properties=species:S:1:pos:R:3:lowdin_charge:R:1
Ti -0.0513 0.2545 -0.0315 0.67
C -1.0044 -1.5416 0.8549 -0.30
C 0.3236 -1.8447 0.3438 -0.32
C 0.5385 -0.3372 2.1259 -0.27
C -0.8598 -0.6208 1.9550 -0.25
C 1.2747 -1.0588 1.1164 -0.31
C -2.2761 -2.1887 0.4328 -0.03
H -2.2089 -2.5814 -0.5866 0.07
H -3.1162 -1.4840 0.4827 0.09
H -2.5247 -3.0302 1.0974 0.10
C -1.9457 -0.1977 2.8744 0.00
H -2.8944 -0.6524 2.5706 0.09
H -2.0544 0.8942 2.8755 0.06
H -1.7343 -0.5156 3.9060 0.11
C 1.1440 0.3885 3.2730 -0.01
H 1.1680 -0.2509 4.1699 0.11
H 0.5668 1.2848 3.5285 0.07
H 2.1767 0.6752 3.0474 0.09
C 2.7571 -1.1219 1.0080 -0.03
H 3.1671 -1.8122 1.7609 0.10
H 3.2144 -0.1407 1.1912 0.09
H 3.0755 -1.4727 0.0214 0.07
C 0.6681 -2.9384 -0.6016 -0.03
H 0.8657 -3.8765 -0.0584 0.10
H 1.5695 -2.7080 -1.1790 0.06
H -0.1504 -3.1363 -1.3009 0.07
C -1.7393 1.4098 -6.2977 -0.11
C -1.8444 0.0780 -6.4145 -0.14
C -1.0558 -0.7702 -7.3660 -0.17
C 0.3867 -0.3125 -7.6953 -0.19
C 1.1969 0.1455 -6.5187 -0.10
C 1.2655 1.4002 -6.0478 -0.15
C 0.5238 2.5697 -6.6210 -0.18
C -0.8976 2.2952 -7.1652 -0.19
H -1.6131 -0.8575 -8.3134 0.13
H 0.3723 0.4134 -8.5181 0.11
H -0.9835 -1.7878 -6.9523 0.11
H -0.8441 1.9438 -8.2032 0.11
H -2.3864 1.9555 -5.5986 0.09
H -2.6720 -0.4465 -5.9138 0.11
H -1.4017 3.2722 -7.1946 0.12
H 0.4302 3.3435 -5.8434 0.11
H 1.9948 1.6543 -5.2660 0.09
H 1.1210 3.0122 -7.4362 0.13
H 0.8945 -1.2080 -8.0834 0.11
H 1.8434 -0.6357 -6.0981 0.10
P -1.3140 0.3461 -2.2218 0.81
C -2.7968 1.3302 -2.5027 -0.23
C -1.5638 -1.0953 -3.2964 -0.23
P 1.5381 0.8591 -1.9443 0.81
C 0.0891 1.2210 -3.0562 -0.47
C 2.5127 -0.3170 -2.9327 -0.24
C 2.5931 2.3324 -1.9646 -0.24
H -2.8937 2.1313 -1.7609 0.03
H -3.6657 0.6633 -2.4082 0.06
H -2.7726 1.7614 -3.5144 0.04
H -1.6001 -0.7531 -4.3365 0.00
H -2.5254 -1.5656 -3.0442 0.06
H -0.7626 -1.8379 -3.2037 0.05
H 2.6776 2.6900 -3.0020 0.05
H 3.5852 2.0322 -1.5914 0.06
H 2.2033 3.1342 -1.3277 0.04
H -0.1024 2.2985 -3.1257 0.08
H 0.2598 0.8338 -4.0695 0.02
H 3.5097 -0.3903 -2.4721 0.06
H 2.6158 0.0325 -3.9714 0.03
H 2.0525 -1.3131 -2.9361 0.04
C -1.2648 3.3974 2.5140 -0.09
C -1.4350 2.9146 1.0638 -0.51
C -1.9633 4.0793 0.2274 -0.08
C -0.1189 2.3337 0.5178 -0.23
H -0.4091 4.0894 2.5675 0.10
H -1.0812 2.5997 3.2443 0.05
H -2.1540 3.9415 2.8625 0.08
H -2.1912 2.1078 1.0561 0.11
H -1.2209 4.8835 0.1658 0.09
H -2.2056 3.7711 -0.7955 0.05
H -2.8660 4.4893 0.6986 0.08
H 0.3589 3.0210 -0.1912 0.03
H 0.5928 2.1441 1.3433 0.05
```

Results
Gap between HOMO and LUMO (alpha / beta) ... 7.7 / 8.0 eV
ΔE to the lowest compared entry with this formula, charge and spin ... 0.0 kJ/mol
2S+1 ... 2
⟨S²⟩ ... 0.756
HOMO level (alpha / beta) ... -10.342 / -10.763 eV
Total charge ... +1
LUMO energy (alpha / beta) ... -0.0989 / -0.1018 Eh